No. 1
Molecular formula: C21H27BN4O2
Method: DFT, wB97M-V/def2-TZVPD

Geometry as XYZ:
```
55
C21H27BN4O2 (wB97M-V/def2-TZVPD)
C 4.23 -2.97 -0.74
C 4.29 -1.57 -0.10
B 2.99 -0.72 -0.33
O 3.05 0.54 -0.87
C 1.52 -1.20 -0.01
C 0.69 -1.87 -1.13
C -0.61 -2.17 -0.36
N -0.10 -2.69 0.93
C 1.25 -2.22 1.07
O 2.02 -2.67 1.89
H 3.37 -3.53 -0.37
H 4.18 -2.91 -1.83
H 5.12 -3.55 -0.48
H 5.16 -1.02 -0.49
H 4.46 -1.69 0.98
H 3.94 0.72 -1.21
H 0.94 -0.32 0.30
H 0.57 -1.29 -2.05
H 1.14 -2.84 -1.34
H -1.23 -2.90 -0.88
H -1.16 -1.23 -0.21
H -0.62 -2.32 1.72
N 0.27 5.91 -2.26
C -0.46 5.04 -1.56
C -0.01 3.78 -1.20
C 1.26 3.39 -1.58
C 2.03 4.29 -2.31
C 1.49 5.53 -2.62
H -1.46 5.37 -1.28
H -0.65 3.11 -0.64
H 1.65 2.42 -1.32
H 3.03 4.04 -2.63
H 2.06 6.25 -3.18
N 1.94 -5.96 4.98
C 1.16 -6.59 5.86
C -0.20 -6.34 5.99
C -0.78 -5.39 5.16
C 0.03 -4.72 4.25
C 1.38 -5.04 4.20
H 1.64 -7.32 6.48
H -0.79 -6.88 6.71
H -1.84 -5.17 5.23
H -0.38 -3.98 3.58
H 2.03 -4.54 3.49
N -3.83 4.29 -2.60
C -4.15 5.27 -3.45
C -5.43 5.78 -3.58
C -6.44 5.24 -2.80
C -6.12 4.23 -1.91
C -4.81 3.79 -1.85
H -3.33 5.66 -4.04
H -5.63 6.57 -4.29
H -7.45 5.62 -2.88
H -6.88 3.78 -1.28
H -4.53 3.00 -1.16
```

2S+1: 1
SMILES: CCB(O)[C@H]1CCNC1=O.c1ccncc1.c1ccncc1.c1ccncc1
LUMO energy: 0.012 Eh
Net charge: 0
Frontier orbital gap: 9.71 eV



No. 2
Molecular formula: C21H27BrN3O4RuSe2
Method: DFT, wB97M-V/def2-TZVPD

Geometry as XYZ:
```
59
C21H27BrN3O4RuSe2 (wB97M-V/def2-TZVPD)
Ru 0.99 -0.05 0.53
O 1.05 -2.26 2.30
C 1.36 -3.49 1.76
C 1.99 -4.46 2.52
C 2.31 -5.68 1.96
C 2.01 -5.94 0.63
C 1.39 -4.96 -0.13
C 1.05 -3.73 0.42
C 0.41 -2.67 -0.45
O 1.26 -1.59 -0.64
N -0.87 -2.22 0.15
N -1.08 -0.86 0.16
C -2.30 -0.48 0.18
C -2.82 0.88 0.27
Br -1.65 2.34 0.02
C -4.11 1.15 0.49
C -5.20 0.16 0.61
C -6.00 0.15 1.75
C -7.04 -0.76 1.87
C -7.30 -1.66 0.85
C -6.52 -1.65 -0.30
C -5.48 -0.74 -0.42
H 1.23 -2.28 3.24
H 2.23 -4.25 3.56
H 2.80 -6.44 2.56
H 2.26 -6.89 0.19
H 1.15 -5.15 -1.17
H 0.19 -3.12 -1.42
H -1.67 -2.75 -0.16
H -3.08 -1.25 0.16
H -4.39 2.20 0.60
H -5.81 0.86 2.54
H -7.65 -0.76 2.76
H -8.11 -2.37 0.94
H -6.73 -2.33 -1.11
H -4.89 -0.70 -1.33
O 3.15 -1.15 5.29
C 3.78 0.11 5.06
C 3.31 0.65 3.70
C 3.94 2.03 3.49
O 3.45 2.99 4.41
C 1.79 0.72 3.77
Se 0.92 1.60 2.26
C 3.84 -0.32 2.65
Se 3.35 -0.11 0.77
H 3.38 -1.46 6.17
H 4.87 0.00 5.05
H 3.51 0.83 5.84
H 3.79 2.35 2.46
H 5.02 1.96 3.65
H 2.78 3.53 3.98
H 1.50 1.31 4.64
H 1.35 -0.27 3.86
H 3.55 -1.34 2.89
H 4.93 -0.28 2.63
N 1.11 1.24 -1.51
H 0.31 1.00 -2.08
H 1.94 0.95 -2.01
H 1.13 2.25 -1.42
```

2S+1: 5
LUMO energy (spin up / spin down): -0.104 / -0.190 Eh
Net charge: +1
Frontier orbital gap (spin up / spin down): 8.21 / 5.86 eV
ΔE to the lowest compared entry with this formula, charge and spin: 0.3605 eV



No. 3
Molecular formula: C21H27ClN2O5
Method: DFT, wB97M-V/def2-TZVPD

Geometry as XYZ:
```
56
C21H27ClN2O5 (wB97M-V/def2-TZVPD)
C -7.03 1.01 -0.10
O -6.05 0.24 -0.79
C -4.82 0.28 -0.20
C -3.87 1.22 -0.62
C -4.21 2.21 -1.70
C -2.62 1.22 -0.03
C -2.28 0.28 0.94
C -0.88 0.32 1.48
O -0.25 1.36 1.54
N -0.36 -0.87 1.86
C 1.02 -0.99 2.31
C 1.56 -2.38 2.03
C 3.02 -2.50 2.39
O 3.72 -1.54 1.63
C 5.12 -1.68 1.57
C 5.56 -1.08 0.25
N 5.09 -1.87 -0.90
C 3.73 -2.08 -1.06
O 3.24 -3.19 -1.07
C 2.92 -0.88 -1.20
C 2.19 0.06 -1.30
C 1.25 1.17 -1.41
C 1.78 2.43 -2.12
C 0.48 3.14 -2.50
O -0.54 2.14 -2.55
C 0.03 0.87 -2.27
C -3.22 -0.66 1.35
C -4.48 -0.65 0.78
Cl -5.66 -1.82 1.29
H -7.96 0.91 -0.67
H -7.18 0.63 0.91
H -6.74 2.07 -0.06
H -3.30 2.60 -2.15
H -4.81 1.74 -2.48
H -4.79 3.05 -1.31
H -1.88 1.94 -0.34
H -0.87 -1.71 1.66
H 1.61 -0.24 1.78
H 1.09 -0.76 3.38
H 0.99 -3.13 2.59
H 1.45 -2.61 0.96
H 3.18 -2.33 3.46
H 3.39 -3.51 2.14
H 5.61 -1.16 2.41
H 5.40 -2.74 1.62
H 5.16 -0.07 0.17
H 6.64 -1.02 0.19
H 5.54 -2.78 -0.91
H 0.91 1.44 -0.40
H 2.42 3.04 -1.48
H 2.35 2.14 -3.00
H 0.19 3.88 -1.75
H 0.55 3.63 -3.47
H 0.33 0.36 -3.19
H -0.72 0.25 -1.76
H -3.00 -1.39 2.12
```

2S+1: 1
SMILES: COc1c(C)cc(C(=O)NCCCOCCNC(=O)C#C[C@H]2CCOC2)cc1Cl
LUMO energy: 0.027 Eh
Net charge: 0
Frontier orbital gap: 9.79 eV
ΔE to the lowest compared entry with this formula, charge and spin: 2.0815 eV



No. 4
Molecular formula: C21H27CsN7O
Method: DFT, wB97M-V/def2-TZVPD

Geometry as XYZ:
```
57
C21H27CsN7O (wB97M-V/def2-TZVPD)
Cs -2.60 0.91 0.02
C 0.76 -2.17 2.48
N 0.71 -1.48 1.21
C 1.25 -0.12 1.29
C -0.38 -1.74 0.40
N -1.44 -2.39 0.76
N -0.22 -1.26 -0.89
C -1.14 -1.20 -1.93
N -0.62 -0.53 -3.01
N -2.32 -1.71 -1.83
H 1.76 -2.04 2.90
H 0.57 -3.23 2.35
H 0.04 -1.77 3.21
H 2.33 -0.15 1.43
H 0.81 0.43 2.13
H 1.05 0.46 0.38
H -1.41 -2.56 1.76
H 0.69 -0.88 -1.10
H -0.08 0.30 -2.75
H -1.33 -0.25 -3.67
H -2.82 -1.52 -2.70
C -4.86 -3.59 -0.15
N -4.43 -2.34 0.43
C -5.10 -1.63 1.36
N -6.35 -2.14 1.71
O -4.70 -0.58 1.84
H -4.15 -3.84 -0.93
H -5.85 -3.49 -0.60
H -4.88 -4.41 0.57
H -3.45 -2.09 0.26
H -6.49 -3.13 1.66
H -6.72 -1.69 2.53
C -0.97 2.45 -1.74
C 0.20 2.44 -1.34
C 1.55 2.34 -0.85
C 2.47 1.58 -1.66
C 2.18 1.37 -3.04
C 2.96 0.57 -3.86
C 4.08 -0.09 -3.36
C 4.38 0.08 -2.01
C 3.61 0.88 -1.19
C 1.83 2.86 0.45
C 3.14 3.01 1.01
C 3.34 3.46 2.30
C 2.28 3.82 3.12
C 0.99 3.75 2.58
C 0.78 3.30 1.30
H 1.33 1.89 -3.46
H 2.69 0.47 -4.90
H 4.69 -0.72 -4.00
H 5.24 -0.44 -1.58
H 3.88 0.94 -0.14
H 4.00 2.81 0.39
H 4.36 3.56 2.66
H 2.44 4.18 4.13
H 0.14 4.07 3.18
H -0.23 3.29 0.89
```

2S+1: 1
LUMO energy: 0.067 Eh
Net charge: -1
Frontier orbital gap: 3.62 eV
ΔE to the lowest compared entry with this formula, charge and spin: 0.0000 eV



| no. | maximum force (hartree/bohr) |
| --- | --- |
| 1 | 0.0179 |
| 2 | 0.0108 |
| 3 | 0.0119 |
| 4 | 0.0104 |